{
  "formula": "C31H39N5RuS",
  "method": "ωB97M-V/def2-TZVPD",
  "elements": ["Ru", "N", "N", "C", "C", "C", "C", "H", "H", "H", "C", "C", "H", "H", "H", "C", "C", "H", "H", "H", "C", "H", "H", "H", "C", "H", "H", "H", "C", "H", "C", "H", "C", "H", "C", "H", "C", "C", "H", "C", "C", "H", "C", "H", "N", "C", "C", "C", "H", "C", "C", "H", "H", "H", "C", "H", "C", "C", "H", "H", "H", "C", "H", "H", "H", "S", "C", "N", "C", "C", "N", "H", "H", "H", "H", "H", "H"],
  "xyz": [[0.43029, -0.60617, 0.23976], [0.72318, -2.64687, 4.24709], [-0.82090, -2.94478, -2.05578], [1.00002, 1.73255, -0.01500], [2.08169, 0.78805, 0.27080], [2.17584, 0.74890, 1.71417], [3.08909, -0.11106, 2.43621], [3.82046, -0.63073, 1.81926], [2.20982, -1.07545, 2.84424], [3.43326, 0.16537, 3.42923], [1.02115, 1.37126, 2.26622], [0.61874, 1.23185, 3.69370], [1.40615, 1.57240, 4.38323], [0.40362, 0.17777, 3.94890], [-0.28489, 1.80964, 3.91273], [0.34774, 2.04631, 1.22322], [-0.76370, 3.00658, 1.40089], [-1.55032, 2.59269, 2.04884], [-1.21552, 3.23905, 0.42899], [-0.41740, 3.95193, 1.85362], [3.25037, 0.47912, -0.59746], [4.08331, 1.17085, -0.39550], [2.99011, 0.57485, -1.65235], [3.62490, -0.53250, -0.40014], [0.96109, 2.58402, -1.22678], [-0.07417, 2.79610, -1.52006], [1.46799, 2.09365, -2.06653], [1.46926, 3.55084, -1.04723], [0.13964, -3.71815, 4.80283], [0.47107, -3.99213, 5.81205], [-0.84001, -4.47662, 4.13961], [-1.34335, -5.26304, 4.69844], [-1.08356, -4.24056, 2.78020], [-1.82362, -4.79594, 2.22117], [-0.27281, -3.34123, 2.12918], [-0.38641, -3.09017, 1.07301], [0.60376, -2.52726, 2.89443], [1.42158, -1.59252, 2.20261], [1.81477, -2.05526, 1.22583], [-0.39296, -1.66850, -1.74815], [0.18933, -3.43419, -2.85316], [0.48629, -4.47915, -2.87407], [0.70972, -2.37180, -3.58284], [1.25289, -2.33260, -4.52762], [0.17911, -1.21845, -2.97165], [0.16402, 0.08182, -3.48650], [1.20369, 0.48371, -4.35864], [0.97041, 1.56654, -5.20851], [1.74338, 1.81368, -5.94346], [-0.20680, 2.31549, -5.14239], [-0.41469, 3.45970, -6.08967], [-0.95349, 4.28206, -5.60581], [-0.99408, 3.16886, -6.97905], [0.55353, 3.83601, -6.43910], [-1.19371, 1.95086, -4.21442], [-2.13284, 2.50494, -4.13695], [-1.04013, 0.82583, -3.39990], [-2.16890, 0.40274, -2.52104], [-2.28271, -0.68682, -2.42385], [-3.08678, 0.80228, -2.96747], [-2.08561, 0.83251, -1.51054], [2.52080, -0.21733, -4.43898], [2.46813, -1.15246, -5.00579], [2.99888, -0.40754, -3.46980], [3.19494, 0.42044, -5.02110], [-1.73696, -0.69769, 0.76101], [-2.32775, -0.29825, 2.35286], [-2.05031, -0.85231, 3.54698], [-2.93118, -0.37921, 4.60051], [-3.84492, 0.60303, 3.87664], [-3.32932, 0.57701, 2.51536], [-1.36944, -1.58123, 3.73153], [-2.35187, 0.09722, 5.39410], [-3.48098, -1.21289, 5.04278], [-3.77316, 1.60980, 4.29451], [-4.88824, 0.27755, 3.91203], [-3.78053, 1.03502, 1.72847]],
  "forces_ev_per_a": [[0.968, -0.290, -0.157], [0.265, -0.754, 0.107], [2.986, 0.181, 4.445], [0.518, -0.414, 0.939], [0.249, 2.311, 0.817], [-1.136, -0.051, -0.299], [2.467, 2.126, -0.362], [-0.055, -0.021, 0.328], [-0.741, -1.129, -0.076], [-0.009, 0.125, -0.014], [1.085, 0.224, -0.401], [-0.093, -0.098, 0.318], [-0.134, -0.039, -0.114], [0.155, 0.307, -0.093], [0.038, 0.029, 0.008], [0.909, -0.426, -0.537], [-0.480, 0.161, -0.113], [0.084, 0.156, -0.106], [-0.033, 0.048, 0.202], [-0.123, -0.195, -0.110], [0.363, 0.158, -0.197], [-0.069, -0.078, -0.074], [0.056, -0.153, 0.043], [-0.042, 0.075, -0.245], [-0.265, 0.163, -0.499], [0.213, 0.076, -0.186], [-0.242, 0.188, 0.064], [-0.137, -0.267, -0.019], [-0.927, 0.182, -0.695], [-0.403, 0.330, -0.163], [0.473, -0.254, 1.077], [0.035, 0.058, -0.221], [0.663, 0.176, -0.314], [-0.113, -0.089, 0.058], [-0.817, -0.012, 0.265], [-0.020, -0.481, 0.254], [0.821, 0.033, -0.309], [-1.847, -2.810, -1.427], [0.075, 0.358, 1.311], [-2.263, -0.243, -1.887], [-0.555, 1.420, -2.483], [-0.514, 0.116, -0.466], [-0.164, -0.723, -0.178], [-0.316, -0.288, 0.732], [1.687, -0.868, 1.288], [-0.071, -0.109, -0.949], [-0.866, 0.281, 0.214], [-0.117, 0.052, 0.378], [-0.235, 0.112, 0.255], [-0.158, -0.307, 0.200], [-0.039, 0.288, -0.217], [0.101, -0.086, -0.090], [0.106, -0.003, 0.213], [-0.198, 0.035, 0.024], [0.610, -0.221, -0.042], [0.290, -0.030, -0.143], [0.713, -0.107, -0.295], [-0.812, 0.309, 0.005], [0.178, 0.497, 0.014], [-0.073, 0.011, 0.123], [0.078, -0.318, -0.250], [0.718, 0.070, -0.601], [0.141, 0.219, 0.263], [-0.355, -0.128, -0.223], [0.064, 0.020, 0.181], [-3.051, 0.533, 1.345], [0.461, -1.108, -0.625], [-0.096, 0.162, -0.284], [0.402, -0.239, 0.323], [-0.314, 0.370, -0.161], [-0.481, 0.461, 0.016], [0.041, 0.157, -0.477], [-0.024, 0.043, 0.004], [-0.002, 0.021, -0.026], [-0.077, -0.039, 0.023], [0.026, 0.089, -0.030], [0.424, -0.355, 0.319]],
  "mulliken_charge": [-0.1730, -0.5606, -0.7014, 1.1779, 0.3301, -0.1931, -1.3934, 0.3638, 0.1424, 0.4458, 1.5835, -1.9185, 0.4340, 0.1068, 0.3402, 1.0668, -1.8956, 0.2584, 0.2765, 0.2881, -1.5130, 0.2303, 0.0198, 0.3950, -1.6361, 0.3124, 0.2040, 0.2700, -0.3006, 0.3794, -0.4773, 0.3524, -0.8379, 0.4620, -0.1002, 0.6265, 0.7685, -1.2925, 0.4422, -0.0707, -0.8987, 0.3783, -0.0833, 0.1984, 0.7957, 0.9861, 0.4679, -0.9919, 0.3136, 0.7824, -1.5450, 0.3698, 0.2749, 0.3699, -0.8712, 0.3570, 1.4019, -1.5769, 0.3509, 0.5257, 0.0537, -2.1218, 0.3866, 0.2398, 0.4175, -0.1722, -0.1748, 0.2553, -0.7433, -0.5500, 0.0073, -0.0059, 0.3569, 0.3774, 0.2768, 0.3263, 0.2524],
  "relative_energy_kj_mol": 217.3,
  "lumo_ev": [2.4, 2.4],
  "charge": -1,
  "orbital_gap_ev": [4.1, 5.8],
  "multiplicity": 6,
  "total_energy_ha": -1971.22191
}

{
  "formula": "C21H36Cl4FI3NO",
  "method": "ωB97M-V/def2-TZVPD",
  "elements": ["C", "C", "C", "C", "C", "C", "C", "C", "C", "I", "C", "C", "C", "C", "F", "C", "N", "C", "C", "C", "I", "C", "I", "C", "C", "O", "H", "H", "H", "H", "H", "H", "H", "H", "H", "H", "H", "H", "H", "H", "H", "H", "H", "H", "H", "H", "H", "H", "H", "H", "H", "H", "H", "H", "H", "H", "H", "H", "H", "H", "H", "H", "C", "Cl", "Cl", "Cl", "Cl"],
  "xyz": [[2.21616, -0.97846, 4.56055], [2.67435, -1.70316, 3.27936], [2.95208, -0.77308, 2.07895], [1.87769, -0.81131, 0.98491], [0.46076, -0.63956, 1.55089], [-0.64480, -0.18331, 0.58866], [-2.08555, -0.73118, 0.91788], [-2.35410, -1.79218, 1.99939], [-1.77321, -3.18673, 1.72905], [-1.99511, -1.17155, 4.02298], [-0.41447, -0.48754, -0.93376], [-0.67192, -1.92385, -1.43524], [0.38533, -2.46414, -2.37786], [0.57803, -1.61441, -3.63094], [1.59847, -2.57177, -1.70291], [-1.31963, 0.52556, -1.54281], [-1.55804, 1.51868, -0.77895], [-2.45821, 2.64147, -1.07308], [-3.24037, 2.48750, -2.36676], [-4.30263, 1.37626, -2.28281], [-6.20741, 2.10772, -1.72183], [-0.72922, 1.39170, 0.48614], [-1.66969, 2.37329, 2.14989], [0.56870, 2.16935, 0.17717], [1.47818, 2.55865, 1.35433], [2.84696, 2.56428, 0.97892], [2.45212, 0.08754, 4.51649], [1.14424, -1.08343, 4.73613], [2.72655, -1.37348, 5.44018], [3.59539, -2.24381, 3.50546], [1.94374, -2.47307, 3.01530], [3.07855, 0.25216, 2.43481], [3.89852, -1.06803, 1.61992], [2.11878, -0.05383, 0.23871], [1.94135, -1.78372, 0.48916], [0.17366, -1.58126, 2.00731], [0.47831, 0.06070, 2.39208], [-2.73775, 0.11337, 1.15157], [-2.51671, -1.18628, 0.01787], [-3.43776, -1.90668, 1.99292], [-0.75447, -3.16632, 1.34714], [-2.39584, -3.67678, 0.97225], [-1.80413, -3.80777, 2.62147], [0.59466, -0.21197, -1.26900], [-0.81718, -2.59792, -0.59389], [-1.60351, -1.95841, -2.01516], [0.08356, -3.47593, -2.66016], [-0.28091, -0.96405, -3.80770], [0.71224, -2.25421, -4.50275], [1.47888, -1.00747, -3.54543], [-1.76140, 0.42678, -2.52804], [-3.15298, 2.70980, -0.23259], [-1.86614, 3.55918, -1.06159], [-3.73475, 3.44734, -2.51989], [-2.58094, 2.33363, -3.22515], [-4.40118, 0.85513, -3.23335], [-4.03247, 0.62241, -1.54098], [1.18184, 1.62365, -0.54287], [0.25728, 3.09381, -0.32212], [1.40508, 1.84036, 2.16735], [1.20171, 3.54856, 1.72590], [2.95332, 2.99761, 0.12383], [3.65929, 1.92680, -3.19106], [5.21389, 2.32002, -3.89915], [3.86808, 0.72993, -1.90532], [2.92229, 3.39317, -2.51366], [2.58239, 1.25027, -4.41810]],
  "forces_ev_per_a": [[0.005, -0.065, -0.029], [0.221, 0.109, 0.199], [-0.203, -0.227, -0.037], [0.023, -0.121, 0.218], [0.151, 0.127, 0.048], [-0.033, 0.269, -0.230], [-0.088, -0.036, 0.314], [0.014, -0.283, -0.323], [-0.227, 0.107, -0.130], [0.016, 0.064, 0.047], [0.031, -0.256, -0.128], [-0.282, 0.190, -0.093], [-0.237, -0.032, -0.210], [0.184, -0.236, 0.001], [0.037, 0.002, -0.005], [0.131, -0.213, 0.017], [-0.093, -0.130, -0.056], [-0.128, 0.231, -0.048], [-0.152, -0.039, 0.193], [0.531, -0.194, -0.156], [-0.108, -0.003, 0.087], [0.131, 0.011, -0.053], [-0.016, -0.016, 0.018], [-0.092, 0.189, 0.024], [0.357, 0.058, -0.120], [-0.151, -0.193, -0.110], [-0.021, -0.027, 0.003], [0.018, 0.080, -0.050], [-0.077, -0.029, -0.026], [-0.046, 0.015, -0.024], [0.050, -0.017, -0.064], [0.052, 0.005, -0.037], [-0.016, 0.134, -0.029], [0.022, 0.023, 0.014], [-0.070, 0.107, -0.111], [-0.026, 0.042, -0.003], [-0.046, -0.038, -0.031], [0.009, -0.097, -0.002], [0.063, 0.066, -0.009], [0.044, 0.081, 0.154], [0.062, -0.042, 0.193], [0.075, 0.027, -0.008], [0.026, 0.009, -0.021], [0.068, 0.019, 0.278], [0.158, -0.003, -0.022], [-0.032, -0.041, 0.171], [0.117, -0.013, 0.088], [0.045, -0.020, -0.100], [-0.040, 0.093, -0.021], [-0.121, 0.026, 0.142], [-0.027, 0.184, 0.043], [0.037, -0.036, -0.029], [0.044, -0.085, -0.028], [0.087, -0.027, -0.156], [0.025, 0.031, 0.037], [-0.198, 0.146, 0.006], [-0.104, 0.061, 0.015], [-0.100, -0.112, 0.003], [0.058, -0.063, -0.023], [-0.035, 0.088, 0.062], [-0.133, -0.112, 0.111], [0.022, 0.079, 0.087], [0.117, -0.168, 0.052], [-0.059, 0.014, 0.003], [-0.029, 0.034, 0.038], [-0.037, 0.074, -0.015], [-0.003, 0.178, -0.128]],
  "mulliken_charge": [-0.9969, -0.5405, -0.7594, 0.0973, -2.2903, 4.4844, -0.7409, -1.1191, -1.1293, 0.0602, -0.9883, -1.0532, -0.1835, -0.8568, -0.3280, -0.5491, 1.0766, -0.1960, -1.2173, -0.6735, 0.1307, -1.6306, 0.3282, -0.0885, -1.0004, -0.5322, 0.2848, 0.0736, 0.3593, 0.4561, 0.3055, 0.2344, 0.5768, -0.9452, 0.6340, 0.6872, 0.4081, 0.3033, 0.3455, 0.7738, 0.3699, 0.3460, 0.3801, 0.1794, -0.1131, 0.5874, 0.5164, 0.2282, 0.4065, 0.0476, 0.6421, 0.4177, 0.2925, 0.5277, 0.3477, 0.4627, 0.1475, -0.2676, 0.5443, 0.2710, 0.5352, 0.3185, 0.3434, -0.0727, -0.0533, -0.1108, -0.0951],
  "lumo_ev": -3.8,
  "charge": 1,
  "orbital_gap_ev": 7.9,
  "total_energy_ha": -3785.21345
}